Record 1
{
  "formula": "C4H7N3S",
  "method": "ωB97M-V/def2-TZVPD",
  "homo_lumo_gap_ha": 0.2589,
  "energy_ha": -718.83670,
  "mol_weight_g_mol": 129.188,
  "spin_multiplicity": 1,
  "e_homo_ev": -7.635,
  "elements": ["S", "N", "N", "N", "C", "C", "C", "C", "H", "H", "H", "H", "H", "H", "H"],
  "xyz": [[-2.9669, -0.4948, 0.0462], [2.6674, -0.4657, -0.1446], [1.6334, 0.4670, -0.2845], [0.0656, -1.0687, 0.1585], [3.9096, -0.0318, 0.3905], [0.3389, 0.1322, -0.2241], [-2.0563, 0.8956, 0.1329], [-0.6601, 1.1611, -0.1616], [-2.8699, 1.7648, 0.8957], [4.7201, -0.8324, -0.0458], [1.9346, 1.3882, -0.5101], [-0.3600, 2.2472, -0.0268], [0.9328, -1.7662, -0.0164], [-0.9009, -1.3116, -0.7780], [4.2552, 0.9556, 0.8098]],
  "mulliken_charge": [-0.3523, -0.6226, 0.1185, -0.5604, -0.3385, 0.8165, -0.2811, -0.6090, 0.1846, 0.2301, 0.2532, 0.1868, 0.3364, 0.3307, 0.3071]
}

---

Record 2
{
  "formula": "C4H7N3S",
  "method": "ωB97M-V/def2-TZVPD",
  "homo_lumo_gap_ha": 0.3286,
  "energy_ha": -718.94296,
  "mol_weight_g_mol": 129.188,
  "spin_multiplicity": 1,
  "smiles": "CNC/C(C#N)=N/S",
  "e_homo_ev": -9.350,
  "elements": ["S", "N", "N", "N", "C", "C", "C", "C", "H", "H", "H", "H", "H", "H", "H"],
  "xyz": [[-3.1846, -0.4229, -0.2735], [1.6515, 0.3758, 0.1259], [-1.6877, -0.6821, 0.5781], [-1.6960, 2.6482, -0.3270], [-0.8232, 0.2431, 0.4559], [1.7005, -0.4839, -1.0030], [0.6262, -0.0372, 1.0440], [-1.1574, 1.6877, 0.1661], [0.6136, -0.9877, -1.4637], [1.4444, 1.3351, -0.0672], [-3.8212, -1.5873, -0.0299], [2.3366, 0.0236, -1.8041], [0.7255, 0.5624, 1.9900], [2.3886, -1.4929, -0.5547], [0.8830, -1.1819, 1.1631]],
  "mulliken_charge": [-0.1413, -0.3229, -0.3184, -0.4027, 0.6359, -0.7151, -0.5686, 0.0379, 0.1997, 0.2831, 0.1747, 0.3498, 0.2928, 0.2047, 0.2903]
}